[1]
C5H11NO | ωB97M-V with the def2-TZVPD basis set

Geometry as XYZ:
```
18
Properties=species:S:1:pos:R:3:forces:R:3
H 1.0775 0.3913 1.3343 0.4 0.1 1.1
N -0.2615 0.2624 -0.9207 1.5 -1.0 -0.1
H 0.5096 0.6752 -2.7743 -0.2 0.3 0.0
H 1.7717 -0.7009 0.3275 0.3 -0.5 0.1
H -0.7417 -0.7113 -2.6443 0.5 -0.4 -0.2
O 1.5772 2.6937 0.8058 0.1 -0.2 -0.9
C -0.8938 -0.7088 -0.1092 -1.3 0.0 1.0
C -2.2029 -0.9430 -0.2450 -0.1 0.7 -1.7
H -0.0116 -2.3881 0.9522 -0.3 0.0 -0.3
H -2.5772 -0.6809 -1.2363 -0.4 0.5 0.3
C -0.1304 -1.3084 1.0447 0.7 0.6 1.0
H 2.4131 2.4406 0.3954 0.3 0.1 0.5
H -0.7668 -1.1036 1.9114 0.1 -0.4 0.1
H -2.9893 -1.2233 0.4349 0.6 -0.8 0.4
H 1.8970 -1.1521 2.0210 -0.3 0.2 0.5
C 1.2481 -0.6832 1.2944 -0.5 0.6 -2.2
C -0.1295 0.0516 -2.1565 -0.7 0.1 -0.2
H 1.0002 2.4429 0.0675 -0.5 0.1 0.4
```
Positions in Å, forces in eV/Å.

The LUMO energy comes out at 0.849 eV. The HOMO-LUMO gap comes out at 9.7911 eV. Its SMILES is C=NC(=C)CC.O.


[2]
C5H11NO | ωB97M-V with the def2-TZVPD basis set

Geometry as XYZ:
```
18
Properties=species:S:1:pos:R:3:forces:R:3
H 1.7370 -1.5965 0.9961 0.0 0.0 -0.1
H 1.6642 1.1426 1.3851 -0.1 0.1 -0.1
H 1.1274 -0.6307 -1.1989 -0.1 0.0 0.1
C 1.2017 1.7151 0.5845 -0.1 0.0 0.0
H -0.4729 2.8067 -0.0934 0.1 -0.1 0.1
H -2.3306 0.2354 1.6073 0.0 -0.1 0.0
H 1.7799 1.8289 -0.3286 -0.1 0.0 0.1
C -0.0100 2.2402 0.7101 0.1 0.0 0.0
C 0.3877 -1.1922 -0.6146 -0.2 -0.1 -0.1
N -0.8545 -1.0942 -0.8827 0.5 0.0 0.0
H -2.0709 0.3728 -1.7325 0.1 0.0 -0.1
H 1.2406 -3.0213 0.0907 0.0 0.1 -0.1
H -0.5956 2.1200 1.6168 0.1 0.0 -0.1
C -1.1693 -0.2253 -1.9453 0.2 0.1 -0.4
O -0.5620 -0.1401 -2.9863 -0.3 -0.1 0.4
H -2.0605 -0.2400 1.1002 -0.1 0.1 0.1
H 0.0968 -2.2592 1.2047 0.0 0.0 0.0
C 0.8910 -2.0620 0.4866 0.0 0.0 0.1
```
Positions in Å, forces in eV/Å.

The LUMO energy comes out at 0.440 eV. The HOMO-LUMO gap comes out at 10.4414 eV. Its SMILES is C/C=N/C=O.[H][H].C=C.


[3]
C5H11NO | ωB97M-V with the def2-TZVPD basis set

Geometry as XYZ:
```
18
Properties=species:S:1:pos:R:3:forces:R:3
H -2.3919 -0.2491 -0.4112 0.0 0.2 -0.3
H 3.0620 -0.2767 -0.0639 -0.1 0.1 0.1
H 2.2107 1.7843 -0.5331 -0.2 0.3 0.2
N 1.2285 1.5907 -0.3819 0.3 0.0 0.2
H -0.2603 -1.4376 -0.7978 0.0 -0.1 0.1
C 2.0578 -0.6433 -0.2608 0.6 0.4 0.0
H -0.3460 0.3628 1.7440 -0.1 0.9 -0.1
O -1.2990 -1.3687 1.6912 -1.1 -0.3 0.4
H 0.6679 2.1896 -0.9717 -0.2 -0.4 0.0
H 2.0297 -1.6988 -0.4833 -0.5 -0.1 0.3
H -0.3663 -0.2063 -2.0017 -0.1 0.2 0.1
C 1.0362 0.2054 -0.4298 0.5 -1.0 -1.5
H -2.1562 0.4141 1.8936 0.2 0.3 0.2
C -0.2779 -0.3597 -0.9218 -0.6 1.3 0.6
C -1.4737 0.2826 -0.1437 0.4 -1.5 -0.1
C -1.3023 0.0194 1.3498 0.5 -0.7 0.0
H -1.6026 1.3339 -0.3806 0.1 0.2 0.1
H -0.8166 -1.9424 1.1026 0.4 0.2 -0.4
```
Positions in Å, forces in eV/Å.

The LUMO energy comes out at 0.889 eV. The HOMO-LUMO gap comes out at 9.2834 eV. Its SMILES is C=C(N)CCCO.


[4]
C5H11NO | ωB97M-V with the def2-TZVPD basis set

Geometry as XYZ:
```
18
Properties=species:S:1:pos:R:3:forces:R:3
H -2.6350 0.8604 -0.4692 0.2 0.0 0.0
H -1.4101 1.4116 0.6776 0.0 -0.1 -0.2
H -1.1577 1.5856 -1.0836 0.0 0.0 0.1
C 0.5837 -0.5187 -0.0902 0.2 -0.1 0.0
N 1.2834 0.6451 -0.2008 -0.2 0.0 0.0
H -1.0599 -0.8769 -1.3425 0.0 0.1 0.1
H 3.1247 -0.2825 -0.3266 0.0 0.1 0.1
H 3.1503 1.4603 -0.6798 -0.1 -0.1 0.1
H -1.5678 -0.9967 1.6714 0.0 -0.1 -0.1
C -1.6329 -1.3972 0.6525 0.0 -0.1 0.1
C -1.5556 0.9325 -0.2993 0.0 0.1 0.0
H -1.1669 -2.3841 0.6420 -0.1 0.1 0.0
O 1.1432 -1.5800 0.1489 -0.2 0.3 -0.1
H 0.7903 1.5118 -0.3313 0.0 -0.1 0.0
H 3.0120 0.8997 1.0039 -0.1 -0.1 -0.2
C 2.7216 0.6878 -0.0334 0.1 0.0 0.0
C -0.9309 -0.4616 -0.3317 0.0 -0.1 0.0
H -2.6922 -1.4969 0.3921 0.2 0.0 0.0
```
Positions in Å, forces in eV/Å.

The LUMO energy comes out at 0.869 eV. The HOMO-LUMO gap comes out at 10.4070 eV. Its SMILES is CNC(=O)C(C)C.


[5]
C5H11NO | ωB97M-V with the def2-TZVPD basis set

Geometry as XYZ:
```
18
Properties=species:S:1:pos:R:3:forces:R:3
H -0.7973 0.4941 -0.1475 2.4 -1.2 1.6
C 2.4155 -0.2932 -0.5607 0.0 -0.1 0.1
H 0.7927 -0.0396 2.3717 -0.3 -0.4 -0.5
H -3.0428 1.2718 -0.4892 0.2 -0.1 0.2
N 0.0956 0.0628 0.3105 0.3 1.0 -0.5
H -1.7979 -1.5848 -0.5446 -0.1 0.5 0.0
C -2.4524 0.4311 -0.8460 -1.5 -0.8 -0.5
O 0.4329 -1.2578 -1.4953 0.2 0.3 0.0
H 1.6131 1.1520 1.4412 0.0 0.0 -0.5
H 2.8933 -0.7747 -1.4165 -0.2 0.0 0.2
C 0.6486 0.6424 1.5219 0.1 0.6 0.5
C 0.9161 -0.5644 -0.6148 -0.2 0.2 -0.3
H 2.8602 -0.6713 0.3635 0.0 0.0 -0.1
H -0.0253 1.4036 1.8975 -0.3 0.1 0.0
H -2.6923 -0.8109 0.8596 0.0 0.2 0.0
H 2.6174 0.7860 -0.6052 -0.1 -0.2 0.1
H -2.1593 0.4596 -1.8909 0.2 0.1 0.1
C -2.3179 -0.7068 -0.1551 -0.9 0.0 -0.3
```
Positions in Å, forces in eV/Å.

The LUMO energy comes out at 0.886 eV. The HOMO-LUMO gap comes out at 9.9686 eV. Its SMILES is CNC(C)=O.C=C.


[6]
C5H11NO | ωB97M-V with the def2-TZVPD basis set

Geometry as XYZ:
```
18
Properties=species:S:1:pos:R:3:forces:R:3
H -2.2301 -0.3171 -0.9145 0.1 0.1 0.1
H 2.1997 -1.8126 1.6490 -0.1 0.1 -0.1
H 0.6177 0.1626 1.8197 0.0 -0.1 -0.1
H -0.2359 -1.3902 1.6639 0.1 0.1 -0.1
H -2.1662 -0.1269 0.9104 0.1 0.1 -0.1
C -0.7034 1.1365 -0.1735 0.0 0.2 0.0
H -0.5610 1.7277 0.7346 0.0 -0.1 -0.1
C 0.4185 -0.6810 1.1424 0.0 0.0 0.1
H -0.5625 1.2037 -2.3174 0.0 0.1 0.1
O 1.4314 -2.4619 -0.1102 -0.1 0.0 -0.3
C -1.6637 0.0156 -0.0460 -0.3 -0.1 0.0
C -0.4995 1.8880 -1.4656 0.0 0.0 0.0
H 0.8510 -2.0735 -0.7842 0.1 -0.2 0.0
H 2.4042 -0.6726 0.3018 -0.1 -0.1 0.0
H -1.2617 2.6666 -1.5898 0.1 -0.1 0.0
C 1.7106 -1.3941 0.7627 0.1 0.3 0.3
H 0.4848 2.3686 -1.4892 -0.1 -0.1 0.0
N -0.2339 -0.2394 -0.0939 0.1 0.0 0.0
```
Positions in Å, forces in eV/Å.

The LUMO energy comes out at 1.114 eV. The HOMO-LUMO gap comes out at 10.5070 eV. Its SMILES is C[C@H]1CN1CCO.


[7]
C5H11NO | ωB97M-V with the def2-TZVPD basis set

Geometry as XYZ:
```
18
Properties=species:S:1:pos:R:3:forces:R:3
N -0.0832 0.8873 -0.0905 0.2 0.1 -0.3
H -0.1304 -2.2034 -1.3330 0.0 0.1 0.0
H 1.3545 1.8394 1.0755 0.0 -0.1 -0.1
H -0.3417 2.9167 0.2487 -0.1 0.1 0.0
O -1.1773 -0.0198 -1.8505 -0.1 0.0 0.0
C -0.5149 -2.0349 0.8069 0.1 -0.6 -0.3
H -0.7776 -3.0931 0.7061 0.0 0.2 0.0
C -0.4294 -0.1655 -0.9010 0.1 0.0 0.1
H -1.4318 -1.5050 1.0489 0.0 0.1 0.1
H 1.1990 -1.4992 -0.4148 -0.2 0.0 -0.1
H 2.0176 0.5290 0.0977 0.2 0.0 -0.2
C 1.1558 0.8422 0.6788 -0.3 0.2 0.4
H 1.0699 0.1714 1.5338 0.0 0.0 0.0
C -0.5541 2.1990 -0.5378 0.5 -0.3 0.1
H 0.1931 -1.9817 1.6303 -0.1 0.2 0.1
H -1.6154 2.1310 -0.7299 -0.2 0.1 -0.1
C 0.1066 -1.5275 -0.5142 0.1 -0.1 0.2
H -0.0408 2.5141 -1.4552 -0.1 0.0 0.1
```
Positions in Å, forces in eV/Å.

The LUMO energy comes out at 0.900 eV. The HOMO-LUMO gap comes out at 10.0945 eV. Its SMILES is CCC(=O)N(C)C.


[8]
C5H11NO | ωB97M-V with the def2-TZVPD basis set

Geometry as XYZ:
```
18
Properties=species:S:1:pos:R:3:forces:R:3
H 2.4212 0.3099 0.9135 -0.1 -0.4 0.2
C 0.9165 -1.7790 -1.0507 0.1 0.1 -0.3
H 1.3125 -2.6262 -0.5112 -0.2 -0.2 0.1
C -0.2974 -1.7389 -1.5654 -0.1 -0.4 -0.1
C -2.1282 0.4952 0.6021 -0.4 -0.1 0.1
H -0.9574 -2.5746 -1.4532 -0.4 -0.4 0.1
C -0.7105 0.8879 0.4879 0.4 0.3 0.2
N 0.1161 1.0318 1.4338 -0.3 -0.2 0.0
H -0.2884 0.7714 2.3285 -0.1 0.0 0.2
H -2.7522 1.3037 0.2611 -0.3 0.5 -0.2
C 2.2026 1.2783 0.4632 0.9 -0.3 -0.1
H -2.4473 0.2484 1.6008 0.1 0.0 0.6
H 2.4022 2.1292 1.0998 -0.1 0.6 0.4
H -2.3831 -0.3545 -0.0084 0.1 -0.4 -0.5
O 2.0116 1.3845 -0.7197 -0.4 0.2 -0.6
H -0.6874 -0.9332 -2.1684 0.2 0.3 0.0
H -0.3241 1.1351 -0.4965 0.0 0.0 -0.3
H 1.5934 -0.9691 -1.2173 0.4 0.5 0.0
```
Positions in Å, forces in eV/Å.

The LUMO energy comes out at 1.045 eV. The HOMO-LUMO gap comes out at 10.3493 eV. Its SMILES is [H]/N=C\C.C=C.C=O.


[9]
C5H11NO | ωB97M-V with the def2-TZVPD basis set

Geometry as XYZ:
```
18
Properties=species:S:1:pos:R:3:forces:R:3
H 1.0601 -1.1300 -0.4402 1.1 -0.2 -2.1
C -2.6872 -0.3748 0.1956 -0.3 0.0 0.1
N -1.3380 -0.6903 -0.1745 -0.3 0.1 0.1
H -0.2838 -1.8707 1.2349 0.7 0.8 -0.3
H -3.2560 -0.1527 -0.7141 0.0 -0.1 0.2
C -0.6140 0.3699 -0.8380 0.0 0.0 -0.2
H -0.7554 1.3405 -0.3122 -0.1 -0.1 -0.2
H -3.1492 -1.2293 0.6973 0.0 0.1 0.0
O 1.5910 0.9255 -0.2482 -0.2 -0.2 0.4
H 3.3019 -0.2376 -0.5668 -0.1 0.1 0.1
H 3.3257 0.8672 0.8487 0.1 -0.2 -0.1
C -0.3364 -0.8127 0.8806 0.2 0.6 0.2
C 0.6933 -0.1387 -0.2869 -0.7 -0.5 1.5
H -2.7336 0.5066 0.8609 -0.1 -0.1 0.0
C 2.9885 0.7417 -0.1851 0.1 -0.2 0.2
H -0.8189 0.5224 -1.9030 0.2 -0.2 0.0
H 3.4697 1.5200 -0.7965 -0.3 -0.2 0.2
H -0.4577 -0.1569 1.7472 -0.3 0.3 0.0
```
Positions in Å, forces in eV/Å.

The LUMO energy comes out at 1.060 eV. The HOMO-LUMO gap comes out at 9.7526 eV. Its SMILES is COC1CN(C)C1.


[10]
C5H11NO | ωB97M-V with the def2-TZVPD basis set

Geometry as XYZ:
```
18
Properties=species:S:1:pos:R:3:forces:R:3
C -1.3385 1.2547 0.7294 0.9 0.2 -0.3
H -0.7732 2.1900 0.5546 -0.8 -0.2 -0.4
H -1.2812 -1.2846 1.8713 0.4 0.2 -0.1
H 0.3374 0.2764 1.5333 0.6 0.7 -0.7
O 2.8624 0.9152 -0.6900 0.2 0.0 -0.3
N 0.0040 -0.5285 -1.8271 1.5 0.4 1.1
H 2.2574 -0.9472 -0.1492 0.4 0.0 -0.3
C -0.7300 -1.2456 0.9181 -1.1 -1.0 0.0
H -2.1520 1.0609 0.0324 0.0 0.4 -0.2
C 0.5286 0.3060 -0.6746 0.3 0.5 -0.8
H -1.4677 -1.6510 0.2088 0.6 0.0 -0.2
H 0.4287 -0.0724 -2.6345 -0.4 0.0 -0.2
H -1.7369 1.3984 1.7249 -0.2 -0.5 0.3
H 0.6084 -1.3517 -1.7350 -0.7 -0.5 -0.3
C -0.2758 0.1559 0.6208 0.2 0.1 1.4
H 0.1537 -1.8957 1.0312 -0.5 -0.1 -0.2
H 0.5507 1.3440 -0.9854 -0.6 0.3 -0.1
C 2.0240 0.0751 -0.5288 -0.8 -0.6 1.2
```
Positions in Å, forces in eV/Å.

The LUMO energy comes out at 0.831 eV. The HOMO-LUMO gap comes out at 10.3927 eV. Its SMILES is CC(C)[C@H](N)C=O.


no.,E_HOMO (hartree)
1,-0.32862
2,-0.36753
3,-0.30848
4,-0.35053
5,-0.33379
6,-0.34517
7,-0.33791
8,-0.34193
9,-0.31945
10,-0.35138